{"formula": "C43H32Cl5MnOP2", "method": "ωB97M-V/def2-TZVPD", "symbols": ["Mn", "P", "C", "O", "P", "C", "C", "C", "C", "C", "C", "C", "C", "C", "C", "C", "H", "H", "H", "H", "H", "C", "C", "C", "C", "C", "H", "H", "H", "H", "H", "C", "C", "C", "C", "C", "H", "H", "H", "H", "H", "C", "C", "C", "C", "C", "H", "H", "H", "H", "H", "C", "C", "C", "C", "C", "H", "H", "H", "H", "H", "C", "C", "C", "C", "C", "H", "H", "H", "H", "H", "H", "H", "Cl", "C", "C", "C", "Cl", "C", "Cl", "C", "Cl", "C", "Cl"], "xyz": [[0.0000, 0.0000, 0.0000], [2.0065, -1.1089, 0.3871], [-0.5079, -0.0942, 1.7524], [-0.8367, -0.1601, 2.8698], [-1.8832, 1.2191, -0.6122], [2.2044, -1.9081, 2.0203], [3.5012, -0.0548, 0.2937], [2.3062, -2.4688, -0.7923], [-3.1386, 0.3549, -1.6266], [-2.8956, 1.8909, 0.7545], [-1.4231, 2.6997, -1.5757], [2.3197, -3.2950, 2.1652], [2.4510, -3.8590, 3.4355], [2.4711, -3.0445, 4.5664], [2.3565, -1.6592, 4.4269], [2.2207, -1.0941, 3.1630], [2.3126, -3.9327, 1.2872], [2.5410, -4.9369, 3.5373], [2.5736, -3.4853, 5.5539], [2.3658, -1.0193, 5.3046], [2.1272, -0.0168, 3.0585], [1.2537, -3.3613, -1.0378], [1.4392, -4.4439, -1.8938], [2.6711, -4.6342, -2.5228], [3.7172, -3.7406, -2.2909], [3.5381, -2.6610, -1.4260], [0.2908, -3.1842, -0.5646], [0.6187, -5.1307, -2.0815], [2.8122, -5.4714, -3.2006], [4.6733, -3.8794, -2.7878], [4.3509, -1.9621, -1.2542], [4.6615, -0.3827, 1.0110], [5.7972, 0.4202, 0.9161], [5.7845, 1.5567, 0.1065], [4.6325, 1.8873, -0.6087], [3.4931, 1.0895, -0.5155], [4.6722, -1.2599, 1.6508], [6.6897, 0.1590, 1.4781], [6.6691, 2.1840, 0.0364], [4.6178, 2.7719, -1.2395], [2.5968, 1.3375, -1.0756], [-3.0109, 3.2642, 0.9959], [-3.7787, 3.7260, 2.0664], [-4.4374, 2.8227, 2.8990], [-4.3265, 1.4506, 2.6612], [-3.5581, 0.9866, 1.5982], [-2.5057, 3.9714, 0.3460], [-3.8624, 4.7945, 2.2454], [-5.0339, 3.1841, 3.7318], [-4.8329, 0.7414, 3.3094], [-3.4690, -0.0814, 1.4198], [-2.7541, -0.7203, -2.4390], [-3.6998, -1.3701, -3.2308], [-5.0338, -0.9599, -3.2151], [-5.4229, 0.1074, -2.4042], [-4.4812, 0.7625, -1.6121], [-1.7138, -1.0298, -2.4523], [-3.3935, -2.2021, -3.8588], [-5.7693, -1.4720, -3.8292], [-6.4607, 0.4284, -2.3834], [-4.7903, 1.5850, -0.9742], [-2.2009, 3.1903, -2.6291], [-1.8041, 4.3397, -3.3130], [-0.6347, 5.0059, -2.9459], [0.1447, 4.5186, -1.8946], [-0.2430, 3.3660, -1.2165], [-3.1061, 2.6683, -2.9234], [-2.4068, 4.7106, -4.1374], [-0.3257, 5.8976, -3.4843], [1.0615, 5.0287, -1.6122], [0.3690, 2.9580, -0.4152], [-0.0741, -2.1481, -4.5033], [0.3283, -1.5645, -4.7274], [-3.9783, -2.1102, -0.3718], [-2.7555, -2.1828, 0.8402], [-1.3170, -2.1524, 0.6199], [-0.6891, -2.9197, 1.7041], [-0.1835, -4.5865, 1.3034], [-1.2853, -3.1104, 2.9794], [-0.4976, -4.0303, 4.2735], [-2.6059, -2.7969, 3.1951], [-3.3751, -3.1059, 4.7636], [-3.3632, -2.4563, 2.0999], [-5.1284, -2.3702, 2.3387]], "forces_ev_per_angstrom": [[-0.11, -0.92, -1.51], [2.18, -0.86, 0.42], [-1.42, 0.33, 5.59], [1.14, 0.26, -3.95], [-2.01, 1.29, -0.58], [-0.38, -0.03, 0.26], [-0.09, 0.33, 0.00], [-0.40, -0.01, -0.30], [0.26, -0.13, -0.43], [0.12, 0.03, 0.43], [0.43, -0.07, -0.07], [0.45, 0.18, 0.18], [0.32, 0.32, -0.06], [0.20, 0.14, -0.35], [0.00, -0.04, -0.09], [-0.14, -0.25, 0.05], [0.17, 0.13, 0.20], [-0.01, 0.15, -0.02], [-0.01, 0.07, -0.14], [0.03, -0.10, -0.13], [0.08, -0.03, 0.07], [0.27, 0.23, -0.45], [0.09, 0.12, 0.01], [-0.07, 0.19, 0.17], [-0.18, 0.07, 0.14], [0.00, 0.01, -0.06], [0.32, -0.06, -0.53], [0.11, 0.07, 0.03], [-0.03, 0.13, 0.11], [-0.15, 0.03, 0.10], [-0.06, -0.12, -0.04], [-0.08, 0.11, -0.06], [-0.22, 0.00, -0.12], [-0.26, -0.15, 0.00], [-0.07, -0.01, -0.01], [0.28, -0.28, 0.31], [0.05, 0.10, -0.07], [-0.15, 0.03, -0.10], [-0.17, -0.10, 0.00], [0.02, -0.14, 0.10], [0.03, 0.15, -0.12], [0.00, -0.19, 0.01], [-0.04, -0.20, -0.01], [0.16, -0.04, -0.21], [0.12, 0.06, -0.12], [0.03, 0.30, 0.09], [-0.07, -0.03, 0.10], [0.01, -0.18, -0.04], [0.09, -0.06, -0.14], [0.03, 0.09, -0.09], [-0.15, 0.37, 0.04], [-0.21, 0.81, -0.44], [0.16, 0.26, -0.25], [0.31, 0.04, 0.13], [0.25, 0.03, 0.10], [0.16, -0.02, -0.07], [-0.02, -0.17, -0.07], [-0.06, 0.12, 0.09], [0.13, 0.07, 0.09], [0.17, -0.04, 0.00], [-0.01, -0.10, -0.07], [0.08, 0.00, -0.01], [0.09, -0.11, 0.20], [-0.05, -0.22, 0.17], [0.01, -0.04, -0.01], [-0.22, -0.07, -0.37], [0.11, 0.09, 0.00], [0.09, -0.06, 0.15], [-0.05, -0.14, 0.11], [-0.15, -0.06, -0.05], [0.09, 0.20, 0.09], [0.03, 0.02, 0.01], [-0.02, -0.02, 0.02], [0.49, -0.31, 0.24], [0.26, -0.63, -0.20], [-1.68, -1.01, 1.78], [-1.72, -2.00, -0.66], [-0.10, 0.91, -0.46], [1.06, -0.18, 2.16], [-0.73, 0.78, -1.14], [-0.27, -0.28, 2.29], [0.77, 0.35, -1.48], [-1.65, 0.42, -0.58], [1.95, 0.05, -0.35]], "lowdin_charge": [0.5202, 1.0548, -0.2118, 0.1761, 1.0551, -0.3732, -0.3640, -0.3484, -0.4212, -0.3546, -0.3690, -0.1437, -0.1140, -0.0949, -0.0509, -0.1060, 0.0793, 0.1205, 0.1204, 0.1202, 0.1135, -0.1748, -0.0643, -0.0437, -0.0428, -0.0542, 0.0098, 0.1157, 0.1195, 0.1193, 0.1073, -0.0753, -0.0418, -0.0432, -0.0576, -0.0994, 0.1150, 0.1201, 0.1200, 0.1149, 0.0831, -0.0583, -0.0455, -0.0443, -0.0495, -0.1145, 0.1059, 0.1184, 0.1187, 0.1061, 0.0474, -0.1826, -0.1120, -0.0646, -0.0567, -0.1053, 0.0827, 0.1166, 0.1209, 0.1210, 0.1183, -0.0557, -0.0405, -0.0436, -0.0585, -0.1212, 0.1063, 0.1202, 0.1198, 0.1152, 0.0857, 0.0098, 0.0214, 0.8749, -0.6279, -0.0806, -0.5414, 0.8634, -0.6587, 0.7764, -0.6555, 0.7234, -0.6240, 0.7324], "homo_ev": [-13.96, -14.01], "spin_multiplicity": 5, "total_charge": 2, "energy_ev": -159646.688}